Computed, not measured: C24H46Cl3N2O4SiTi as an isolated structure in a non-equilibrium geometry, with the ωB97M-V functional and the def2-TZVPD basis.

Computed properties:
Energy relative to the best compared isomer or geometry (same formula, charge and spin) in eV: 0.7570
E_LUMO (spin up / spin down) in eV: 2.5 / 2.4
HOMO-LUMO gap (spin up / spin down) in Ha: 0.1007 / 0.2954

```
! RIJCOSX wB97M-V def2-TZVPD def2/J DEFGRID3
* xyz -1 3
C -1.079 3.274 -3.075
C -0.863 2.174 -4.060
H -0.147 3.822 -2.863
H -1.455 2.873 -2.127
H -1.800 4.019 -3.436
C -0.243 2.407 -5.247
C 0.408 3.683 -5.682
H -0.261 1.630 -6.021
H 0.964 4.178 -4.871
H -0.306 4.417 -6.090
H 1.123 3.498 -6.495
Ti -2.023 0.325 -0.663
Cl -3.352 1.935 0.196
Cl -3.711 -1.059 -1.342
C -1.741 -2.191 0.847
O -1.139 -1.148 0.436
N -1.095 -3.239 1.344
C 0.255 -3.109 1.908
C -1.785 -4.520 1.486
H -2.838 -2.252 0.776
H 0.261 -2.399 2.755
H 0.989 -2.778 1.160
H 0.534 -4.099 2.286
H -2.783 -4.378 1.925
H -1.196 -5.172 2.135
H -1.930 -5.011 0.511
H -0.295 3.776 3.458
H 1.315 3.136 0.080
C 0.427 2.959 3.338
C 1.594 3.054 1.137
N 0.491 2.532 1.942
H 0.097 2.125 3.972
C -0.459 1.793 1.391
O -0.423 1.414 0.179
H 2.468 2.398 1.221
H -1.315 1.514 2.023
H 1.416 3.312 3.638
H 1.854 4.038 1.535
O -1.491 0.616 -2.268
C -1.472 0.800 -3.710
C 0.549 -0.365 -4.630
C -0.795 -0.439 -4.258
H 1.098 0.560 -4.440
C 1.193 -1.443 -5.239
H -2.530 0.806 -4.028
C -1.414 -1.694 -4.239
H 2.229 -1.303 -5.572
C 0.493 -2.639 -5.418
C -0.776 -2.790 -4.835
H -2.385 -1.789 -3.746
H 0.948 -3.454 -5.989
H -1.281 -3.756 -4.851
Si 3.230 -0.835 -1.442
Cl 2.852 0.941 -2.368
C 4.740 -1.589 -2.272
C 1.738 -1.949 -1.765
C 3.242 -0.436 0.397
H 4.669 -2.684 -2.336
H 5.652 -1.338 -1.707
H 4.839 -1.198 -3.291
H 2.851 0.565 0.585
H 4.258 -0.492 0.802
H 2.603 -1.136 0.961
H 1.698 -2.258 -2.814
H 0.805 -1.441 -1.513
H 1.821 -2.844 -1.131
C -0.282 -1.221 6.133
C -1.233 -0.565 5.141
O -1.043 0.861 5.009
C -1.357 1.639 6.188
C -2.765 1.470 6.738
H 0.766 -1.067 5.856
H -0.463 -2.296 6.143
H -0.441 -0.855 7.150
H -1.066 -0.948 4.122
H -2.286 -0.753 5.437
H -0.612 1.389 6.966
H -1.191 2.676 5.871
H -2.866 0.530 7.287
H -2.969 2.293 7.431
H -3.511 1.502 5.937
*
```

***

Computed, not measured: C24H47AlO15P3S as an isolated structure in a non-equilibrium geometry, with the ωB97M-V functional and the def2-TZVPD basis.

Computed properties:
E_LUMO in eV: 1.6
HOMO-LUMO gap in Ha: 0.1943

```
! RIJCOSX wB97M-V def2-TZVPD def2/J DEFGRID3
* xyz -1 1
C 1.966 -2.875 -2.510
P 0.300 -3.430 -1.913
C -0.129 -2.417 -0.426
Al -1.363 -3.204 -3.531
C -3.066 -3.965 -2.757
C -3.594 -5.294 -3.350
C -4.862 -5.105 -4.202
C -4.517 -4.986 -5.679
O -5.619 -5.391 -6.504
P -1.798 -0.972 -4.228
C -1.369 -0.772 -6.026
C -3.644 -0.747 -4.279
P -0.523 -4.346 -5.439
O -1.463 -4.238 -6.773
O 0.841 -3.551 -5.889
S -0.005 -6.204 -5.084
H 1.906 -2.108 -3.272
H 2.460 -3.729 -2.959
H 2.595 -2.546 -1.695
H -1.047 -2.836 -0.030
H 0.619 -2.534 0.350
H -0.294 -1.360 -0.613
H -3.837 -3.203 -2.781
H -2.858 -4.127 -1.701
H -3.877 -5.939 -2.523
H -2.832 -5.822 -3.912
H -5.535 -5.950 -4.096
H -5.350 -4.186 -3.912
H -4.201 -3.970 -5.908
H -3.658 -5.617 -5.894
H -5.238 -5.635 -7.365
H -1.861 0.094 -6.454
H -1.625 -1.628 -6.647
H -0.298 -0.633 -6.104
H -3.908 0.282 -4.507
H -4.148 -1.390 -4.999
H -4.049 -0.971 -3.299
H -1.171 -4.938 -7.388
H 1.519 -4.232 -6.043
C 0.143 3.839 0.445
C 0.443 2.960 -0.743
C -0.668 2.017 -1.148
O 0.054 0.932 -1.738
C 1.278 0.899 -1.183
O 2.054 0.009 -1.306
O 1.500 2.025 -0.447
H -0.608 4.585 0.186
H -0.229 3.253 1.284
H 1.046 4.350 0.782
H 0.771 3.563 -1.595
H -1.365 2.439 -1.867
H -1.222 1.635 -0.286
C 3.873 -1.447 2.235
C 3.595 -0.107 2.864
C 3.385 1.030 1.894
O 3.821 2.169 2.668
C 4.727 1.729 3.561
O 5.410 2.431 4.242
O 4.746 0.378 3.604
H 2.979 -1.827 1.742
H 4.672 -1.371 1.497
H 4.186 -2.165 2.992
H 2.762 -0.184 3.567
H 2.354 1.152 1.585
H 4.017 0.952 1.009
C -2.444 9.221 3.162
C -2.095 7.974 2.390
C -3.272 7.192 1.851
O -2.754 5.856 1.813
C -1.791 5.761 2.765
O -1.290 4.745 3.117
O -1.480 6.991 3.244
H -2.841 9.984 2.494
H -3.187 9.005 3.931
H -1.561 9.619 3.662
H -1.386 8.206 1.591
H -3.587 7.504 0.858
H -4.129 7.212 2.529
C 4.844 0.633 8.981
C 4.620 -0.399 7.905
C 3.849 0.081 6.700
O 3.228 -1.130 6.240
C 3.076 -1.948 7.311
O 2.432 -2.944 7.318
O 3.768 -1.464 8.374
H 5.545 1.392 8.637
H 3.905 1.118 9.253
H 5.245 0.166 9.880
H 5.571 -0.846 7.603
H 4.479 0.506 5.927
H 3.063 0.793 6.966
*
```

***

Computed, not measured: a 6-piece molecular cluster, C24H47INO13S5 overall in a non-equilibrium geometry, with the ωB97M-V functional and the def2-TZVPD basis.

Computed properties:
E_LUMO in eV: 2.2
HOMO-LUMO gap in Ha: 0.2711

```
! RIJCOSX wB97M-V def2-TZVPD def2/J DEFGRID3
* xyz -1 1
C 2.902 0.408 -0.963
O 2.542 1.690 -0.508
C 1.371 2.271 -1.064
N 0.481 1.345 -1.712
C -0.646 0.817 -0.936
I -0.192 0.395 1.106
C -1.183 -0.425 -1.688
O -1.446 -0.095 -2.868
O -1.369 -1.517 -1.110
H 3.007 0.367 -2.045
H 3.866 0.189 -0.518
H 2.206 -0.361 -0.645
H 1.703 2.971 -1.832
H 0.898 2.868 -0.290
H 0.001 1.834 -2.454
H -1.490 1.500 -0.938
C -2.161 -3.489 2.722
C -1.768 -4.974 2.742
C -0.237 -5.039 2.822
S 0.280 -3.535 3.664
O 1.017 -2.729 2.735
O 0.817 -3.863 4.968
C -1.353 -2.828 3.835
H -3.229 -3.350 2.874
H -1.896 -3.044 1.761
H -2.206 -5.458 3.618
H -2.133 -5.497 1.860
H 0.121 -5.895 3.389
H 0.220 -5.025 1.835
H -1.279 -1.747 3.737
H -1.726 -3.096 4.823
C -4.393 -1.601 -2.429
C -3.439 -2.748 -2.080
C -3.781 -3.209 -0.661
S -5.527 -2.862 -0.429
O -5.697 -1.859 0.595
O -6.285 -4.093 -0.361
C -5.786 -2.083 -2.024
H -4.351 -1.349 -3.489
H -4.129 -0.714 -1.857
H -3.587 -3.572 -2.787
H -2.400 -2.427 -2.137
H -3.625 -4.274 -0.515
H -3.220 -2.642 0.082
H -6.523 -1.290 -1.912
H -6.160 -2.847 -2.705
C 5.919 -4.455 5.434
C 4.396 -4.452 5.237
C 4.042 -3.243 4.362
S 5.489 -2.930 3.338
O 6.059 -1.657 3.698
O 5.219 -3.254 1.963
C 6.517 -4.220 4.052
H 6.272 -5.390 5.868
H 6.207 -3.643 6.104
H 4.091 -5.372 4.735
H 3.866 -4.408 6.186
H 3.187 -3.442 3.725
H 3.859 -2.354 4.959
H 7.550 -3.881 4.067
H 6.419 -5.100 3.418
C 4.101 7.527 -1.630
C 4.539 6.054 -1.666
C 3.728 5.306 -0.600
S 2.175 6.201 -0.435
O 2.108 6.776 0.885
O 1.107 5.398 -0.957
C 2.576 7.508 -1.599
H 4.474 8.083 -2.490
H 4.484 8.006 -0.727
H 4.327 5.635 -2.651
H 5.607 5.947 -1.487
H 3.501 4.278 -0.876
H 4.216 5.323 0.372
H 2.124 8.436 -1.258
H 2.160 7.220 -2.564
C -4.986 2.147 -3.710
C -4.345 2.805 -4.941
C -3.448 3.946 -4.439
S -2.921 3.463 -2.785
O -3.475 4.395 -1.837
O -1.518 3.158 -2.796
C -3.854 1.933 -2.708
H -5.472 1.205 -3.960
H -5.741 2.814 -3.287
H -3.741 2.068 -5.473
H -5.095 3.180 -5.637
H -2.564 4.089 -5.054
H -3.990 4.884 -4.345
H -4.195 1.775 -1.688
H -3.188 1.123 -3.015
*
```

***

Computed, not measured: a 9-piece molecular cluster, C24H47NO16S4 overall in a non-equilibrium geometry, with the ωB97M-V functional and the def2-TZVPD basis.

Computed properties:
Energy relative to the best compared isomer or geometry (same formula, charge and spin) in eV: 0.0000
E_LUMO in eV: -0.2
HOMO-LUMO gap in Ha: 0.3260

```
! RIJCOSX wB97M-V def2-TZVPD def2/J DEFGRID3
* xyz 0 1
C 3.356 -3.230 -1.197
C 2.322 -4.343 -1.396
O 1.986 -4.733 -0.073
C 2.689 -4.008 0.828
O 2.519 -4.048 2.000
O 3.620 -3.245 0.210
H 3.043 -2.209 -1.426
H 4.220 -3.376 -1.841
H 2.804 -5.149 -1.951
H 1.472 -4.044 -2.004
C -5.187 -0.729 2.751
C -3.715 -0.602 2.313
O -3.800 -0.187 0.944
C -5.077 -0.356 0.510
O -5.403 -0.176 -0.613
O -5.891 -0.725 1.511
H -5.401 0.118 3.402
H -5.286 -1.650 3.312
H -3.234 -1.576 2.389
H -3.079 0.094 2.851
C 0.203 -1.178 -1.492
C -0.176 0.262 -1.162
O -0.297 0.181 0.253
C -0.679 -1.070 0.583
O -0.989 -1.427 1.667
O -0.428 -1.911 -0.435
H 1.265 -1.415 -1.567
H -0.200 -1.525 -2.444
H -1.011 0.518 -1.820
H 0.553 1.037 -1.388
C 1.416 -0.034 3.242
C 2.618 -0.763 2.621
O 3.746 -0.009 3.119
C 3.362 0.817 4.111
O 4.093 1.446 4.804
O 2.010 0.868 4.192
H 0.862 -0.760 3.831
H 0.823 0.545 2.545
H 2.645 -0.788 1.536
H 2.747 -1.763 3.031
C 0.068 3.941 0.948
C -1.352 4.285 0.467
C -2.099 3.017 0.053
C -3.384 3.266 -0.603
N -4.398 3.380 -1.128
H 0.531 3.150 0.350
H 0.133 3.619 1.985
H 0.694 4.826 0.811
H -1.294 4.962 -0.384
H -1.877 4.781 1.283
H -2.279 2.349 0.897
H -1.522 2.449 -0.678
C -4.556 0.829 -3.570
S -2.859 1.190 -3.944
O -2.149 -0.127 -3.993
C -3.029 1.669 -5.684
H -5.104 1.762 -3.435
H -4.558 0.312 -2.605
H -5.044 0.129 -4.250
H -2.120 1.300 -6.155
H -3.155 2.734 -5.855
H -3.872 1.100 -6.075
C -3.081 -1.620 7.678
S -3.109 -2.455 6.066
O -4.405 -1.978 5.492
C -1.820 -1.459 5.287
H -2.297 -1.901 8.373
H -4.054 -1.945 8.058
H -3.179 -0.552 7.497
H -1.901 -0.415 5.572
H -1.730 -1.712 4.234
H -0.890 -1.822 5.753
C 5.196 2.266 -1.239
S 3.763 1.575 -2.033
O 3.015 0.808 -1.000
C 2.855 3.125 -2.312
H 4.906 2.771 -0.308
H 5.862 2.848 -1.868
H 5.737 1.431 -0.778
H 3.148 3.840 -1.544
H 1.812 2.826 -2.289
H 3.146 3.583 -3.257
C 4.890 -1.436 -4.058
S 3.509 -2.128 -4.968
O 2.976 -3.214 -4.124
C 2.374 -0.748 -4.743
H 4.538 -1.199 -3.047
H 5.380 -0.610 -4.561
H 5.587 -2.244 -3.815
H 1.467 -1.124 -5.215
H 2.697 0.123 -5.322
H 2.308 -0.410 -3.711
*
```

***

Computed, not measured: a 3-piece molecular cluster, C24H48BIN3O9P overall in a non-equilibrium geometry, with the ωB97M-V functional and the def2-TZVPD basis.

Computed properties:
E_LUMO (spin up / spin down) in eV: 0.1 / 0.1
HOMO-LUMO gap (spin up / spin down) in Ha: 0.3151 / 0.3423

```
! RIJCOSX wB97M-V def2-TZVPD def2/J DEFGRID3
* xyz 0 3
C 2.205 1.462 -1.952
C 1.493 2.464 -1.028
C 1.365 3.823 -1.703
I 0.209 3.590 -3.498
C 0.834 4.953 -0.828
P 1.252 6.635 -1.488
N 0.435 7.144 -2.695
O 2.790 6.564 -1.847
O 1.186 7.638 -0.252
O 1.732 4.888 0.356
C 1.061 4.412 1.421
O 1.434 4.436 2.572
O -0.128 3.895 0.978
C -0.485 4.765 -0.095
B -1.868 4.533 -0.832
O -2.327 5.460 -1.722
O -2.665 3.479 -0.543
H 1.518 0.724 -2.338
H 2.718 1.964 -2.754
H 2.965 0.925 -1.407
H 0.542 2.075 -0.695
H 2.122 2.542 -0.157
H 2.356 4.110 -2.010
H -0.270 6.475 -2.963
H 2.848 7.005 -2.701
H 0.917 7.198 0.555
H -0.635 5.734 0.401
H -2.168 5.154 -2.616
H -2.149 2.705 -0.304
C -2.126 -3.626 -4.948
C -0.617 -3.351 -4.714
C 0.131 -4.662 -4.468
C -0.147 -5.276 -3.095
C 0.112 -4.255 -1.987
C -0.648 -2.949 -2.198
N -0.426 -2.410 -3.572
O 0.740 -1.870 -3.634
C -2.146 -3.182 -1.927
C -0.212 -1.913 -1.170
C -0.104 -2.723 -6.004
H -2.370 -3.594 -6.008
H -2.440 -4.604 -4.583
H -2.751 -2.871 -4.475
H 1.207 -4.486 -4.554
H -0.130 -5.375 -5.252
H -1.174 -5.649 -3.041
H 0.499 -6.143 -2.950
H -0.164 -4.678 -1.019
H 1.186 -4.050 -1.941
H -2.728 -2.290 -2.160
H -2.295 -3.405 -0.871
H -2.568 -4.019 -2.478
H 0.863 -1.742 -1.189
H -0.460 -2.251 -0.166
H -0.718 -0.960 -1.337
H -0.602 -1.772 -6.201
H -0.312 -3.394 -6.837
H 0.970 -2.551 -5.986
C 1.664 -1.873 5.377
C 1.266 -1.070 4.110
C 1.200 0.424 4.426
C -0.012 0.816 5.268
C -1.301 0.313 4.622
C -1.271 -1.185 4.323
N -0.037 -1.558 3.567
O -0.159 -1.202 2.337
C -1.374 -1.973 5.642
C -2.507 -1.577 3.523
C 2.378 -1.313 3.097
H 2.717 -2.145 5.353
H 1.506 -1.314 6.299
H 1.115 -2.810 5.449
H 1.168 0.991 3.490
H 2.118 0.722 4.936
H 0.085 0.428 6.286
H -0.051 1.903 5.359
H -2.151 0.531 5.271
H -1.469 0.867 3.693
H -1.262 -3.043 5.465
H -2.355 -1.813 6.088
H -0.646 -1.671 6.391
H -2.606 -0.997 2.607
H -3.398 -1.392 4.120
H -2.488 -2.636 3.263
H 2.441 -2.370 2.831
H 3.330 -1.015 3.533
H 2.243 -0.737 2.184
*
```

***

Number 1: electronic energy -3872.29529 hartree. Number 2: electronic energy -3736.20915 hartree. Number 3: electronic energy -4264.19556 hartree. Number 4: electronic energy -3793.92267 hartree. Number 5: electronic energy -2448.63346 hartree.